1.
{"formula": "C5H7NO2", "method": "ωB97M-V/def2-TZVPD", "symbols": ["C", "C", "C", "C", "C", "H", "H", "H", "H", "H", "H", "H", "N", "O", "O"], "coordinates": [[-1.596, 0.715, -0.461], [-0.440, -1.192, 0.467], [0.946, -1.295, 0.808], [1.778, -0.044, 0.753], [-0.419, 1.086, -1.417], [-2.640, 0.448, -1.150], [-2.059, 1.578, 0.009], [-1.039, -2.156, 0.706], [0.992, -2.314, 1.135], [2.040, 0.420, 1.739], [2.658, -0.354, 0.341], [-0.781, 1.137, -2.497], [0.858, 0.954, -1.298], [-1.308, -0.065, 0.722], [1.010, 1.082, 0.144]], "lowdin_charge": [-0.183, -0.100, -0.024, -0.158, -0.126, 0.178, 0.099, 0.126, 0.085, 0.141, 0.074, 0.122, 0.083, -0.136, -0.182], "e_homo_ev": -9.244, "charge": 0, "energy_ev": -10877.3379, "smiles": "C1=C\\OC/C=N\\OC/1", "relative_energy_kcal_mol": 144.8, "spin_multiplicity": 1}

=====

2.
{"formula": "C5H7NO2", "method": "ωB97M-V/def2-TZVPD", "symbols": ["C", "C", "C", "C", "C", "H", "H", "H", "H", "H", "H", "H", "N", "O", "O"], "coordinates": [[0.247, 0.152, 1.662], [0.269, 0.329, 0.239], [1.241, -0.460, -0.316], [2.310, -0.850, -0.746], [-1.091, -0.104, -0.248], [1.356, -0.026, 2.070], [-0.496, -0.875, 1.753], [-0.245, 1.189, 2.102], [-0.365, 2.299, -0.592], [1.231, 1.625, -1.154], [3.118, -1.323, -1.118], [-1.894, -1.855, -0.137], [0.629, 1.740, -0.139], [-1.134, -1.415, 0.132], [-1.987, 0.464, -0.819]], "lowdin_charge": [-0.052, -0.687, -0.131, 0.195, -0.446, 0.136, 0.164, 0.147, 0.175, 0.153, 0.001, 0.099, 0.036, 0.074, 0.136], "e_homo_ev": -9.927, "charge": 0, "energy_ev": -10878.8923, "smiles": "C#C[C@@](C)(N)C(=O)O", "relative_energy_kcal_mol": 109.0, "spin_multiplicity": 1}

=====

3.
{"formula": "C5H7NO2", "method": "ωB97M-V/def2-TZVPD", "symbols": ["C", "C", "C", "C", "C", "H", "H", "H", "H", "H", "H", "H", "N", "O", "O"], "coordinates": [[1.549, -0.716, -0.096], [0.805, 1.443, -0.119], [-0.250, 0.517, 0.420], [-1.718, -0.121, 0.197], [0.242, -0.607, -0.455], [0.441, 1.513, -1.293], [0.885, 2.447, 0.324], [-0.079, 0.216, 1.535], [-1.975, -0.080, 1.444], [-2.614, 0.201, -0.629], [-0.823, -2.201, 0.419], [0.242, -0.256, -1.576], [-0.966, -1.433, -0.375], [2.338, -1.566, 0.293], [1.923, 0.641, -0.090]], "lowdin_charge": [-0.424, -0.195, -0.218, -0.081, -0.389, 0.171, 0.131, 0.175, 0.151, 0.157, 0.155, 0.201, 0.010, 0.136, 0.020], "e_homo_ev": -9.877, "charge": 0, "energy_ev": -10878.3643, "smiles": "O=C1OC[C@H]2CN[C@H]12", "relative_energy_kcal_mol": 121.1, "spin_multiplicity": 1}

=====

4.
{"formula": "C5H7NO2", "method": "ωB97M-V/def2-TZVPD", "symbols": ["C", "C", "C", "C", "C", "H", "H", "H", "H", "H", "H", "H", "N", "O", "O"], "coordinates": [[-1.792, 0.008, 0.085], [-0.430, -0.426, 0.749], [1.399, -0.474, -0.756], [1.601, 0.696, 0.178], [0.455, 0.782, 0.974], [-2.476, 1.341, -1.151], [-0.967, -1.083, 1.709], [-0.301, -1.752, -0.664], [2.439, -1.003, -0.772], [0.974, -0.183, -1.590], [2.674, 1.372, 0.180], [0.467, 1.478, 1.782], [0.370, -1.309, -0.128], [-1.622, 1.095, -0.843], [-2.790, -0.545, 0.248]], "lowdin_charge": [-0.459, -0.249, -0.219, -0.053, -0.056, 0.079, 0.205, 0.081, 0.143, 0.054, 0.174, 0.087, 0.003, 0.061, 0.152], "e_homo_ev": -8.761, "charge": 0, "energy_ev": -10880.8656, "smiles": "O=C(O)[C@@H]1C=CCN1", "relative_energy_kcal_mol": 63.5, "spin_multiplicity": 1}

=====

5.
{"formula": "C5H7NO2", "method": "ωB97M-V/def2-TZVPD", "symbols": ["C", "C", "C", "C", "C", "N", "O", "O", "H", "H", "H", "H", "H", "H", "H"], "coordinates": [[-1.717, -0.793, -0.591], [0.862, -0.804, -0.168], [-0.581, 1.150, 0.206], [-0.468, -0.717, -1.262], [0.581, 0.294, 0.800], [-1.222, 0.482, -0.858], [-2.599, -1.445, -0.259], [1.579, 1.179, 1.017], [0.850, -1.845, 0.362], [1.850, -0.691, -0.599], [-1.372, 1.391, 0.871], [-0.116, 2.065, -0.196], [-0.058, -0.744, -2.334], [0.040, -0.088, 1.830], [2.372, 0.564, 1.181]], "lowdin_charge": [-0.463, -0.042, -0.134, -0.077, -0.471, 0.046, 0.194, -0.024, 0.138, 0.097, 0.115, 0.134, 0.153, 0.188, 0.146], "e_homo_ev": -9.441, "charge": 0, "energy_ev": -10880.2295, "smiles": "O=C1[C@@H]2C[C@@H](O)CN12", "relative_energy_kcal_mol": 78.1, "spin_multiplicity": 1}

=====

6.
{"formula": "C5H7NO2", "method": "ωB97M-V/def2-TZVPD", "symbols": ["C", "C", "C", "C", "C", "N", "O", "O", "H", "H", "H", "H", "H", "H", "H"], "coordinates": [[-1.556, -0.615, 1.256], [0.289, -1.597, 0.455], [-0.717, 0.645, 1.331], [0.441, 0.415, 0.368], [0.949, 0.522, -1.996], [-1.021, -1.712, 0.874], [1.111, -2.437, 0.262], [0.133, 0.874, -0.905], [-2.562, -0.586, 1.587], [-1.431, 1.422, 0.829], [-0.594, 1.113, 2.364], [1.504, 0.714, 0.691], [0.922, -0.509, -2.398], [2.026, 0.757, -1.973], [0.506, 0.995, -2.743]], "lowdin_charge": [-0.097, -0.308, -0.134, -0.205, -0.093, 0.108, 0.104, -0.157, 0.107, 0.145, 0.140, 0.149, 0.102, 0.104, 0.035], "e_homo_ev": -8.413, "charge": 0, "energy_ev": -10880.5075, "relative_energy_kcal_mol": 71.7, "spin_multiplicity": 1}

=====

7.
{"formula": "C5H7NO2S", "method": "ωB97M-V/def2-TZVPD", "symbols": ["C", "C", "C", "C", "C", "N", "O", "O", "S", "H", "H", "H", "H", "H", "H", "H"], "coordinates": [[-0.953, 0.739, -0.411], [-1.330, -1.041, -1.696], [1.816, 1.175, 0.004], [1.207, -0.570, 2.059], [-2.135, -1.007, -0.422], [-1.963, 0.095, 0.193], [-1.271, -1.803, -2.635], [-0.594, 0.161, -1.634], [0.637, 0.816, 1.337], [-0.823, 1.768, -0.426], [1.671, 0.505, -0.775], [2.855, 1.136, 0.460], [1.430, 2.093, -0.387], [1.806, -1.416, 1.655], [0.555, -0.965, 2.888], [-2.910, -1.687, -0.210]], "lowdin_charge": [-0.382, -0.399, -0.298, -0.384, -0.044, 0.062, 0.101, 0.036, 0.934, 0.088, 0.014, 0.086, 0.035, 0.029, 0.017, 0.104], "e_homo_ev": [-7.684, -7.681], "charge": 0, "energy_ev": -21715.1617, "relative_energy_kcal_mol": 78.1, "spin_multiplicity": 1}

=====

8.
{"formula": "C5H7NO2S", "method": "ωB97M-V/def2-TZVPD", "symbols": ["C", "C", "C", "C", "C", "N", "O", "O", "S", "H", "H", "H", "H", "H", "H", "H"], "coordinates": [[-1.547, 0.106, 2.696], [-0.972, -0.236, 1.702], [-1.215, -0.775, -0.725], [-0.301, -0.644, 0.508], [1.989, 0.178, -0.498], [0.771, 0.643, 0.098], [0.558, 2.224, -1.888], [-1.005, 0.264, -1.630], [-0.256, 1.594, -0.888], [-2.049, 0.392, 3.572], [-1.000, -1.713, -1.250], [-2.264, -0.782, -0.400], [0.350, -1.499, 0.670], [1.844, -0.634, -1.220], [2.415, 1.030, -1.030], [2.680, -0.149, 0.281]], "lowdin_charge": [0.151, -0.128, -0.243, -0.224, -0.153, -0.284, -0.418, -0.324, 0.953, 0.026, 0.126, 0.125, 0.138, 0.090, 0.075, 0.088], "e_homo_ev": -9.818, "charge": 0, "energy_ev": -21715.0141, "relative_energy_kcal_mol": 81.5, "spin_multiplicity": 1}

=====

9.
{"formula": "C5H7NO3", "method": "ωB97M-V/def2-TZVPD", "symbols": ["C", "N", "C", "C", "C", "C", "O", "O", "O", "H", "H", "H", "H", "H", "H", "H"], "coordinates": [[0.844, 0.975, 0.403], [0.195, -0.189, -0.199], [0.378, 0.572, -2.456], [-0.975, -0.414, -0.521], [-0.607, -1.255, 1.617], [-0.561, -0.657, 2.780], [0.015, -0.330, -3.387], [1.085, 1.517, -2.661], [-1.982, -0.800, -0.940], [0.410, -0.074, -4.247], [-0.747, -2.299, 1.368], [0.125, 1.604, 0.926], [1.319, 1.547, -0.391], [1.593, 0.607, 1.098], [-0.381, 0.408, 2.901], [-0.713, -1.211, 3.709]], "lowdin_charge": [-0.066, 0.032, -0.334, -0.400, -0.017, -0.080, 0.067, 0.070, 0.210, 0.123, 0.061, 0.090, 0.063, 0.089, 0.040, 0.053], "e_homo_ev": [-8.469, -7.675], "charge": 0, "energy_ev": -12925.0731, "relative_energy_kcal_mol": 164.0, "spin_multiplicity": 1}

=====

10.
{"formula": "C5H7NO3", "method": "ωB97M-V/def2-TZVPD", "symbols": ["C", "C", "C", "C", "C", "H", "H", "H", "H", "H", "H", "H", "N", "O", "O", "O"], "coordinates": [[-3.216, 0.222, 0.587], [-2.236, -0.335, -0.596], [0.058, -0.080, -0.076], [1.360, 1.655, -0.016], [1.397, -0.505, 0.084], [-3.981, 0.918, 0.062], [-2.365, 0.633, 1.368], [-3.866, -0.586, 1.113], [-1.882, 0.522, -1.214], [-2.917, -1.133, -1.121], [1.834, 2.601, -0.131], [3.095, -1.638, -0.023], [0.106, 1.271, -0.232], [-1.045, -0.890, -0.078], [2.179, 0.604, 0.174], [2.011, -1.709, 0.113]], "lowdin_charge": [-0.093, -0.253, -0.278, -0.160, -0.288, 0.079, 0.115, 0.072, 0.103, 0.138, 0.121, 0.221, 0.143, -0.057, 0.082, 0.054], "e_homo_ev": -7.887, "charge": 0, "energy_ev": -12928.1964, "smiles": "CCOc1ncoc1O", "relative_energy_kcal_mol": 92.0, "spin_multiplicity": 1}